61
Properties=species:S:1:pos:R:3:forces:R:3 method="wB97M-V/def2-TZVPD" homo_ha="-0.247 / -0.293" de_lowest_ev=0.000 multiplicity=3 gap_ev="7.383 / 5.742" e_lumo_ev="0.6751 / -2.2437" max_force_ev_per_a=0.1
Au -0.1165 0.1564 1.4038 0.0 -0.1 0.1
S 0.7728 1.9270 2.8814 0.0 0.1 0.0
C 2.1800 1.2077 3.4921 0.0 0.0 0.0
C 2.9999 1.9842 4.3622 0.0 0.0 0.0
C 4.1463 1.4803 4.8929 0.0 0.0 0.0
C 4.5503 0.1571 4.5868 0.0 0.0 0.0
C 3.7944 -0.6189 3.7631 0.0 0.0 0.0
C 2.5870 -0.1337 3.1873 0.0 0.0 0.0
S 1.7108 -1.1877 2.1833 0.0 0.0 0.0
H 2.6823 2.9933 4.5888 0.0 0.0 0.0
H 4.7522 2.0900 5.5500 0.0 0.0 0.0
H 5.4633 -0.2382 5.0127 0.0 0.0 0.0
H 4.0947 -1.6317 3.5284 0.0 0.0 0.0
N -1.3478 -1.7623 0.3125 0.0 0.1 0.0
C -2.5882 -1.7928 0.9860 0.0 0.0 0.0
C -2.9876 -2.9515 1.6416 0.0 0.0 0.0
C -4.1793 -2.9898 2.3460 0.0 0.0 0.0
C -4.9858 -1.8639 2.3936 0.0 0.0 0.0
C -4.5797 -0.7084 1.7440 0.0 0.0 0.0
C -3.3804 -0.6403 1.0380 0.0 0.0 0.0
C -2.9821 0.6505 0.4054 0.0 0.0 0.0
C -3.9553 1.3599 -0.3039 0.0 0.0 0.0
C -3.7003 2.6253 -0.8080 0.0 0.0 0.0
C -2.4608 3.2057 -0.5914 0.0 0.0 0.0
C -1.4813 2.4967 0.0918 0.0 0.0 0.0
C -1.7029 1.2088 0.5790 -0.1 0.0 0.0
H -0.8899 -2.6619 0.2629 0.0 0.0 0.0
H -1.3571 -1.3333 -0.6048 0.0 0.0 0.0
H -2.3559 -3.8314 1.5914 0.0 0.0 0.0
H -4.4741 -3.8995 2.8528 0.0 0.0 0.0
H -5.9171 -1.8774 2.9439 0.0 0.0 0.0
H -5.1895 0.1843 1.8071 0.0 0.0 0.0
H -4.9280 0.9077 -0.4594 0.0 0.0 0.0
H -4.4696 3.1559 -1.3547 0.0 0.0 0.0
H -2.2534 4.2052 -0.9549 0.0 0.0 0.0
H -0.5148 2.9637 0.2523 0.0 0.0 0.0
C -0.8478 1.5767 -3.3351 0.0 0.0 0.0
C 0.5488 1.9711 -2.9004 0.0 0.0 0.0
O 1.4374 0.8422 -2.8299 0.0 0.0 0.0
P 1.3310 -0.1215 -1.5148 0.0 0.0 0.0
O 0.3017 -1.2740 -2.0125 0.0 0.0 0.0
C 0.4748 -1.9811 -3.2558 0.0 0.0 0.0
C -0.8398 -2.6374 -3.6051 0.0 0.0 0.0
O 2.7179 -0.9385 -1.7130 0.0 0.0 0.0
C 3.8796 -0.4450 -1.0251 0.0 0.0 0.0
C 4.7417 0.3909 -1.9457 0.0 0.0 0.0
H -1.4549 2.4707 -3.4837 0.0 0.0 0.0
H -1.3402 0.9666 -2.5760 0.0 0.0 0.0
H -0.8130 1.0202 -4.2732 0.0 0.0 0.0
H 0.5180 2.4708 -1.9281 0.0 0.0 0.0
H 1.0043 2.6514 -3.6189 0.0 0.0 0.0
H 1.2712 -2.7148 -3.1260 0.0 0.0 0.0
H 0.7827 -1.2736 -4.0269 0.0 0.0 0.0
H -1.1437 -3.3386 -2.8268 0.0 0.0 0.0
H -0.7479 -3.1869 -4.5428 0.0 0.0 0.0
H -1.6237 -1.8877 -3.7205 0.0 0.0 0.0
H 4.4167 -1.3243 -0.6701 0.0 0.0 0.0
H 3.5664 0.1284 -0.1459 0.0 0.0 0.0
H 5.0425 -0.1905 -2.8172 0.0 0.0 0.0
H 5.6398 0.7175 -1.4186 0.0 0.0 0.0
H 4.2000 1.2707 -2.2921 0.0 0.0 0.0